Here is an isolated molecule of C4H4O from the OMol25 dataset. Energies are from wB97M-V/def2-TZVPD.

Values from the calculation:
Electronic energy: -6256.1581 eV
Net charge: 0
Structure (SMILES): O=CC1C=C1
Kohn-Sham gap: 0.361 hartree
Relative energy (zero: lowest compared OMol25 entry of this formula, charge and spin): 310.80 kJ/mol
Lowest unoccupied orbital energy: 0.85 eV

Each line ends with the natural charge from an NBO analysis.
Cartesian coordinates (Å):
C: -1.103 -0.293 0.517  -0.17
H: -1.765 -0.579 1.342  0.23
H: 0.539 -1.510 -0.498  0.19
C: 1.438 0.622 0.265  0.46
O: 2.591 0.293 0.353  -0.51
C: 0.159 -0.419 -0.201  -0.34
C: -1.141 0.104 -0.736  -0.16
H: 1.008 1.550 0.458  0.10
H: -1.728 0.233 -1.501  0.21